C44H58N9O10Zr | ωB97M-V/def2-TZVPD

Calculated values
Total charge = +3
HOMO energy = -13.391 eV
Strongest force on any atom = 9.908 eV Å⁻¹

Positions of all 122 atoms, in Å:
Zr -15.22255 16.97506 -10.34643
O -15.33839 9.82292 -10.90831
O -7.00135 11.58866 -7.21009
O -13.51596 16.38409 -11.68364
O -14.27898 15.44938 -9.17623
O -16.72789 11.78750 -0.08084
O -10.38148 16.88396 -0.18311
O -15.49525 17.58282 -8.18103
O -17.06550 15.82634 -9.26289
O -17.26996 12.44898 -5.43814
O -15.00002 16.88019 -2.90570
N -15.21312 16.80598 -6.08415
N -16.73760 18.44375 -6.49523
N -12.20327 14.73252 -12.58542
N -14.74100 11.96367 -11.14785
N -7.91105 10.54834 -7.42602
N -18.38752 13.96707 -9.64750
N -11.25010 16.65071 -12.04963
N -17.97625 14.74132 -7.56109
N -15.92894 11.34092 -9.33327
C -17.16389 12.34696 -4.22787
C -12.64756 17.46452 -0.26149
C -7.32454 9.52503 -5.19870
C -9.89044 8.54120 -6.67744
C -13.93708 16.84321 -2.29134
C -14.43230 12.30969 -1.56513
C -13.27689 12.15986 -2.30236
C -9.65676 11.59337 -5.88838
C -13.23316 14.65979 -8.65357
C -11.39584 16.83232 -0.83993
C -13.85757 17.34247 -0.91912
C -8.47158 8.15580 -7.07839
C -9.30395 10.98609 -7.25656
C -14.62132 12.14701 -4.33029
C -11.60466 15.12454 -4.73586
C -10.42476 15.05082 -4.03432
C -20.63696 13.18385 -2.94190
C -16.81957 12.06718 -1.25044
C -17.82162 14.89408 -8.88814
C -12.52193 18.06927 1.00964
C -15.67221 12.25205 -2.20826
C -19.30572 12.53955 -1.05884
C -9.57384 11.96961 -8.39160
C -15.83511 17.59582 -6.96614
C -15.50645 10.98260 -10.57304
C -20.53554 12.95314 -1.59622
C -12.39211 15.97939 -12.10463
C -15.80636 12.27832 -3.58968
C -18.32360 12.60433 -3.26630
C -10.32181 15.73908 -2.80208
C -13.38201 12.11582 -3.68440
C -14.99853 17.90657 -0.28325
C -12.71548 15.72526 -4.15901
C -10.28162 9.80693 -7.44893
C -19.54590 13.02941 -3.79610
C -12.66587 16.35708 -2.94154
C -14.89366 18.54183 0.91383
C -11.43452 16.28834 -2.23515
C -7.49963 9.29533 -6.73382
C -6.12940 8.83198 -7.21907
C -18.16814 12.34054 -1.87098
C -13.64594 18.59933 1.56922
C -11.93354 15.46356 -8.46353
C -13.72461 13.86888 -7.47344
H -14.37862 16.47352 -6.54810
H -6.29449 9.36738 -4.88246
H -21.59204 13.38435 -3.41008
H -5.37660 9.54518 -6.86736
H -19.75663 13.27135 -4.82748
H -9.94001 10.87015 -5.13029
H -9.34222 11.69258 -9.42315
H -12.96729 13.29419 -6.93333
H -14.65695 12.07481 -5.40899
H -10.37786 12.40619 -5.99224
H -21.35523 13.02193 -0.89552
H -15.20092 17.10803 -5.11171
H -14.32969 14.33059 -6.69336
H -15.93902 17.78886 -0.80375
H -7.56958 10.52548 -4.84629
H -7.94300 8.87353 -4.57905
H -18.55650 13.97775 -7.25154
H -9.34810 15.85663 -2.34615
H -6.09979 8.61726 -8.28830
H -10.68015 7.79368 -6.76305
H -10.40020 16.31383 -12.46478
H -19.27892 12.31473 -0.00181
H -11.49628 15.70212 -9.43043
H -17.34157 15.25127 -6.97241
H -11.74016 14.58337 -5.66138
H -12.30786 12.22947 -1.82715
H -13.00465 14.13442 -12.44199
H -19.17200 13.45742 -9.26602
H -11.55614 18.13679 1.48604
H -13.65184 18.90691 2.60715
H -11.28922 14.33494 -12.70170
H -14.38994 11.83977 -12.08169
H -12.98370 13.83340 -9.33199
H -11.26949 17.44458 -11.42413
H -5.70293 7.93210 -6.77262
H -12.40545 12.10370 -4.15400
H -8.51886 7.84065 -8.12078
H -14.26821 13.01717 -7.89244
H -16.19500 10.55841 -8.75525
H -11.31207 10.09742 -7.23831
H -18.54915 14.21004 -10.61626
H -17.02671 18.52579 -5.53365
H -15.83684 18.94209 1.25966
H -9.05533 12.92096 -8.25161
H -8.73312 12.13152 -5.65408
H -17.13739 19.02035 -7.21984
H -11.26193 14.96082 -7.77223
H -10.64802 12.13727 -8.52763
H -8.10656 7.34943 -6.44166
H -12.24224 16.37072 -7.93454
H -13.66468 15.67523 -4.66572
H -9.51658 14.59217 -4.40074
H -6.20150 11.16641 -7.56047
H -10.29742 9.59489 -8.52261
H -16.18873 12.28780 -9.12811
H -14.67843 12.82508 -10.63466
H -9.86044 8.64062 -5.58757
H -14.32759 12.48022 -0.50280

Force components x, y, z for each atom (eV/Å):
2.715 -6.695 6.780
-1.496 0.495 -0.348
-0.372 -0.391 -0.180
-2.145 1.552 0.842
-2.160 3.297 -3.049
0.541 0.048 -0.416
0.144 -0.556 -0.492
0.182 0.958 -3.211
1.176 1.538 -2.590
-0.236 -0.229 -0.107
0.365 -0.116 -0.577
0.125 0.158 -1.292
-0.382 0.220 -1.541
-2.386 0.459 0.545
-0.483 1.351 -0.633
-0.571 -1.149 0.481
-0.814 0.148 -1.580
-1.294 1.805 1.056
-0.208 0.144 -1.227
-0.868 -0.101 0.339
0.044 1.529 0.913
1.219 -0.754 0.069
-0.370 0.102 0.592
-0.111 0.285 0.567
-0.002 0.171 -0.214
0.501 -0.241 -0.292
-0.512 0.998 -0.075
1.529 1.342 -0.502
1.591 -0.904 -0.154
0.093 1.428 0.551
-0.550 0.948 0.957
-0.996 0.049 0.806
-1.134 -0.517 -0.696
0.450 0.322 0.005
-0.285 -0.770 0.232
0.674 1.308 0.799
-0.284 -0.100 -0.902
-1.506 0.565 -0.856
0.427 -0.343 2.412
-0.158 -0.240 -1.210
0.187 -0.035 1.989
0.224 -0.245 -0.525
-0.458 1.117 -0.667
0.111 0.560 1.903
3.343 -2.040 0.705
1.101 -0.621 0.917
2.630 -2.357 -0.648
0.440 -1.180 -0.041
0.734 -0.682 -0.559
0.505 -0.762 -1.126
0.146 -0.143 0.063
0.575 -0.858 -1.561
-0.339 0.295 -0.657
0.506 -0.724 -0.450
-0.208 -0.071 1.059
0.443 -0.921 0.944
0.003 -0.161 -0.138
-1.467 0.799 0.526
0.525 -0.623 0.177
0.890 0.402 -0.360
-1.283 0.814 -0.404
-1.363 -0.102 0.905
-1.485 0.442 0.601
-0.579 -1.343 0.724
0.259 -0.450 0.855
0.012 -0.125 -0.154
-0.079 0.317 0.222
0.163 0.267 -0.660
0.610 -0.333 -0.219
0.078 0.047 -0.019
0.709 -0.826 0.349
0.603 0.521 -0.197
-0.167 0.080 -0.044
-0.445 -0.342 -0.090
-0.246 0.144 -0.274
0.270 -0.505 0.372
-0.055 0.341 -0.265
-0.117 0.204 0.115
0.009 0.085 -0.373
-0.025 -0.245 -0.250
0.360 0.009 0.765
-0.133 -0.283 0.396
0.068 0.497 -0.104
0.350 -0.322 -0.651
0.154 0.081 0.058
0.357 0.082 0.046
0.271 0.013 0.170
-0.178 -0.242 0.447
0.141 0.037 -0.081
0.030 -0.186 0.001
0.312 -0.389 -0.503
0.148 -0.240 0.128
0.003 -0.208 0.030
0.270 0.516 -0.119
0.055 -0.099 -0.054
-0.085 -0.016 0.086
-0.075 0.381 -0.665
0.642 0.253 -0.493
-0.883 -0.232 0.411
-0.339 -0.228 -0.823
0.727 0.173 -0.091
-0.650 0.258 0.158
-0.344 0.346 0.152
0.132 0.390 0.329
0.183 -0.111 -0.034
0.056 -0.068 0.020
0.345 0.195 0.753
-0.144 0.077 0.232
-0.130 -0.038 0.844
-0.396 0.298 0.527
0.235 -0.228 -0.437
-0.161 0.252 0.714
-0.165 -0.346 -0.326
0.344 0.312 -0.151
-0.114 -0.121 0.016
-0.164 -0.160 -0.291
0.272 0.494 0.073
0.103 -0.400 -0.013
-0.304 -0.196 0.258
0.201 0.223 -0.468
-0.192 0.730 0.028
-0.513 -0.363 0.120


C44H59F13N7O | ωB97M-V/def2-TZVPD

Calculated values
Total charge = +1
HOMO energy = -9.103 eV
Strongest force on any atom = 0.854 eV Å⁻¹

Positions of all 124 atoms, in Å:
F -1.88186 -1.14951 2.09211
F -0.47616 1.85507 3.20020
F -2.42707 0.91844 4.62989
F -0.85309 1.60772 0.02370
F -2.18036 -0.76184 6.57425
F -0.04455 -0.87056 3.22448
F 0.04881 -0.27895 0.58884
F -2.25856 1.52416 1.99780
F 0.29454 -2.64837 5.57102
F -1.63888 -3.16111 6.35973
F -0.25037 -0.23448 5.76087
F -1.36277 -2.96396 4.23608
F -3.23474 -1.01851 4.11828
O -2.18387 -3.07273 -1.47568
N 4.44306 4.15230 0.47205
N 5.36295 0.22194 -2.29794
N 7.49765 5.28683 1.61307
N -11.07851 5.45892 -4.43285
N -5.36649 1.90755 -3.90839
N 3.11713 -0.53418 0.33584
N -3.05875 -7.77988 -0.47738
C 7.42500 5.78271 2.88761
C 4.03296 0.49773 -1.75367
C 4.57221 5.20949 -1.47249
C -10.74982 5.35921 -5.75650
C 2.19188 1.04018 2.10548
C 3.62224 -2.91444 1.19318
C 4.09511 6.11740 -0.48657
C 8.69508 5.63745 1.05128
C -2.10375 -0.33567 4.30404
C 1.65744 -4.22256 0.09815
C -6.08825 1.63627 -5.04035
C -2.21894 -3.95629 -0.36896
C 9.39597 6.36295 1.97658
C -1.36463 -0.93933 5.53358
C 4.77524 4.00673 -0.85626
C -4.47294 -8.97721 -1.68493
C -8.98935 4.73067 -4.50465
C -6.21327 2.00529 -2.83588
C 1.20046 1.68423 1.11708
C -3.15447 -9.45529 -1.91856
C 2.72754 -0.35598 1.77428
C 0.29475 -3.61741 -0.31092
C -7.48811 1.79807 -3.28880
C -7.40869 1.56416 -4.68888
C 3.67724 -1.92055 0.03740
C 2.26830 -3.62130 1.38265
C -9.45838 4.91046 -5.83479
C -1.27706 -0.35036 2.96380
C -1.01689 -2.47432 5.42872
C -2.30474 -8.69724 -1.16010
C -3.16347 -2.05186 -1.40729
C 4.02742 5.44142 0.69937
C 5.97267 0.77217 2.69009
C -0.86073 -4.60776 -0.17768
C -1.05669 1.03290 2.30511
C -4.38134 -7.94450 -0.79224
C 3.82972 -0.80866 2.73066
C -3.04326 -1.14692 -2.63036
C 8.58947 6.45511 3.14339
C -0.15304 1.01338 1.00670
C 5.00968 0.05923 2.72987
C 4.03049 0.51437 -0.21291
C 4.16404 -2.31096 2.50889
C -10.01183 5.07864 -3.66315
H 3.84401 7.15409 -0.63267
H 3.26776 -0.18876 -2.13785
H 4.51058 3.43560 1.17233
H -11.96727 5.76181 -4.08030
H 5.03220 0.35284 0.17177
H 8.83579 6.96121 4.06160
H 8.94381 5.34472 0.04561
H 3.73300 5.76501 1.68324
H -0.84113 -5.03630 0.83068
H -5.60304 1.51942 -5.99422
H 5.24276 -2.45559 2.54889
H 3.37489 -0.72477 3.72187
H 1.90405 -1.04568 1.92723
H 1.07250 2.73098 1.38959
H -1.23452 -8.73285 -1.04773
H 6.55490 5.61883 3.50086
H -4.16955 -2.48248 -1.34415
H 3.00437 1.74720 2.28107
H -5.38315 -9.35124 -2.12225
H 1.51268 -5.29171 0.26285
H 1.70198 0.92369 3.07054
H 4.71505 -1.78690 -0.26335
H -8.22943 1.37135 -5.35881
H 2.43887 -4.42547 2.10122
H -5.13969 -7.31649 -0.35687
H 3.14568 -2.29100 -0.83580
H -2.69822 -7.09320 0.15796
H 3.74589 -2.87431 3.34223
H 5.32822 -0.32925 -3.14564
H 5.14162 3.06887 -1.24288
H -2.86579 -10.26442 -2.56799
H -10.07205 5.08748 -2.58826
H -8.90973 4.72858 -6.74385
H -3.89382 -1.23739 -3.30251
H 5.95505 -0.27531 -1.64462
H -2.92983 -0.10833 -2.31999
H 6.88950 1.30923 2.78841
H -2.15273 -1.42148 -3.19780
H -5.83839 2.21558 -1.84858
H -3.00887 -1.46831 -0.49156
H 4.75087 5.42106 -2.51313
H 0.32683 -3.24985 -1.33704
H 4.33839 -3.68883 0.90831
H -2.54753 -3.41948 0.53002
H 6.77616 4.75595 1.15909
H 2.35295 -4.15947 -0.74059
H 1.56964 1.69851 0.08799
H -8.38177 1.81815 -2.68807
H 3.73663 1.49360 -2.09078
H 3.70444 1.49673 0.11641
H -11.45803 5.61518 -6.52570
H 1.53861 -2.95983 1.85656
H 10.37611 6.78548 1.83349
H -4.37091 2.01926 -3.87135
H -0.72999 -5.42212 -0.89461
H 2.24418 -0.45792 -0.19026
H 0.05647 -2.75084 0.31454
H -2.96829 -4.73489 -0.56893
H -8.01608 4.38353 -4.20412

Force components x, y, z for each atom (eV/Å):
-0.202 -0.141 -0.256
0.172 0.107 0.152
0.006 0.304 0.071
-0.036 0.083 -0.029
-0.165 -0.039 0.159
0.232 -0.027 0.038
0.013 -0.188 0.024
-0.157 0.037 -0.085
0.189 0.003 0.017
-0.190 -0.104 0.210
0.279 0.162 -0.051
-0.140 -0.043 -0.229
-0.196 -0.154 -0.016
0.199 -0.004 0.097
-0.030 -0.065 0.020
-0.031 -0.228 0.217
-0.014 -0.093 0.025
0.009 -0.010 0.006
0.017 -0.022 0.013
0.141 -0.023 -0.020
0.009 0.028 -0.014
-0.016 -0.037 -0.014
0.179 0.136 -0.093
-0.049 0.025 0.039
-0.017 0.005 0.007
-0.071 0.088 -0.231
-0.187 0.075 0.224
0.019 0.002 0.000
-0.011 -0.029 -0.003
0.122 -0.109 -0.091
-0.326 -0.050 0.155
0.016 0.004 0.004
-0.392 -0.112 -0.376
0.005 0.000 0.005
-0.224 -0.144 0.018
0.056 -0.161 0.039
0.001 -0.007 -0.012
-0.011 0.080 -0.011
0.029 -0.001 -0.001
0.148 -0.093 0.206
-0.007 -0.002 -0.010
-0.263 0.235 0.431
0.109 0.053 0.040
0.017 -0.069 0.014
0.013 -0.055 0.015
0.196 -0.167 -0.021
0.021 -0.169 -0.187
0.003 -0.013 -0.003
0.175 0.042 0.124
0.231 0.173 -0.036
0.014 0.035 0.015
-0.174 0.126 -0.079
-0.032 -0.014 0.023
0.227 -0.156 0.339
0.072 0.171 0.050
-0.091 -0.134 -0.131
0.017 0.026 0.010
-0.086 -0.174 0.081
0.194 -0.099 0.013
0.007 0.003 0.010
0.024 0.199 -0.062
-0.103 0.057 -0.296
0.066 0.367 -0.769
0.101 -0.040 -0.129
-0.030 0.006 -0.004
0.000 0.000 -0.001
-0.001 -0.087 0.100
0.064 0.034 0.041
0.006 0.000 -0.003
-0.057 -0.114 0.169
0.002 0.001 -0.002
0.001 0.018 -0.004
0.004 0.021 -0.005
0.006 -0.128 -0.058
-0.011 0.012 -0.006
0.007 0.125 0.044
0.027 0.082 0.002
0.009 -0.101 -0.184
-0.161 -0.024 0.036
-0.002 -0.017 0.003
-0.002 0.024 0.006
0.047 -0.091 0.007
0.095 -0.092 -0.097
0.001 -0.001 -0.001
0.062 -0.015 -0.048
0.031 0.066 0.085
-0.017 0.180 0.079
-0.008 0.023 0.004
0.048 0.087 0.075
-0.008 -0.013 0.002
-0.047 -0.020 0.028
-0.003 -0.031 0.026
0.022 -0.074 -0.030
-0.014 0.169 -0.071
0.088 0.051 -0.011
-0.003 0.000 0.000
0.009 0.000 0.000
0.001 0.001 0.001
-0.049 0.068 0.050
-0.029 -0.010 -0.034
-0.116 0.045 -0.107
-0.070 0.134 -0.137
0.019 -0.019 0.062
-0.012 0.014 0.000
0.022 -0.041 0.080
0.000 0.002 0.000
-0.052 -0.008 -0.004
-0.082 -0.038 -0.142
0.208 0.074 0.049
-0.020 0.133 -0.101
0.105 -0.014 0.048
0.059 0.011 0.003
-0.006 0.013 -0.011
-0.116 -0.055 -0.028
-0.120 -0.127 0.231
0.007 -0.004 -0.006
-0.012 0.015 0.011
-0.001 0.002 0.002
-0.009 0.014 -0.014
0.012 -0.011 0.009
-0.037 -0.014 0.070
0.078 0.050 0.001
-0.054 0.046 0.129
0.001 -0.017 0.002


HOMO-LUMO gap across the listed records, respectively: 1.4 6.8 eV.